# 1
Below is C10H7NO4Rh as an isolated structure at a distorted geometry, with properties calculated with the ωB97M-V functional and the def2-TZVPD basis.

Values from the calculation:
Lowest unoccupied orbital energy (spin up / spin down) ... -12.66 / -17.04 eV
Spin multiplicity ... 5
HOMO-LUMO gap (spin up / spin down) ... 0.2444 / 0.2047 hartree
Energy above the lowest of the compared OMol25 structures with the same formula, charge and spin ... 4.706 eV
E_tot ... -850.06865 Eh
Net charge ... +3

Each line ends with the Mulliken charge.
Cartesian coordinates (Å):
Rh1 -0.04 0.00 -2.50  0.190
O1 -2.72 0.00 -5.59  -0.084
O2 0.00 3.01 -2.30  -0.126
O3 2.96 0.01 -2.86  -0.137
O4 0.00 -3.01 -2.37  -0.132
N1 -0.01 0.01 -0.26  -0.034
C1 1.20 -0.22 1.71  -0.339
C2 1.80 0.01 -2.67  0.265
C3 -0.02 1.85 -2.33  0.373
C4 0.00 0.00 1.02  1.580
C5 1.19 -0.22 3.10  -0.496
C6 -1.18 0.23 3.10  -0.479
C7 0.00 0.01 3.81  -0.592
C8 -1.96 -0.01 -4.69  0.254
C9 -1.19 0.22 1.71  -0.427
C10 -0.02 -1.84 -2.37  0.369
H1 0.00 0.01 4.90  0.483
H2 -2.14 0.39 1.19  0.454
H3 -1.04 0.17 -0.56  0.406
H4 1.01 -0.23 -0.54  0.017
H5 2.14 -0.40 1.19  0.505
H6 -2.11 0.41 3.65  0.479
H7 2.11 -0.40 3.65  0.474

# 2
Below is C10H8AuF3NO5S as an isolated structure, with properties calculated with the ωB97M-V functional and the def2-TZVPD basis.

Values from the calculation:
Lowest unoccupied orbital energy (spin up / spin down) ... -3.26 / -5.54 eV
Spin multiplicity ... 3
HOMO-LUMO gap (spin up / spin down) ... 0.3059 / 0.2409 hartree
Energy above the lowest of the compared OMol25 structures with the same formula, charge and spin ... 0.000 eV
E_tot ... -1650.03365 Eh
Net charge ... +1

Each line ends with the Mulliken charge.
Cartesian coordinates (Å):
Au1 0.73 -0.73 -0.19  0.487
S1 2.18 1.33 -0.12  -0.301
F1 1.87 4.46 0.65  -0.211
F2 1.74 4.83 2.78  -0.279
F3 3.21 3.43 2.00  -0.209
O1 -0.24 -0.16 -2.84  -0.372
O2 -1.07 -2.62 -0.83  -0.226
O3 1.54 -2.24 -1.51  -0.689
O4 1.42 -3.89 -2.99  -0.422
O5 -2.21 0.84 -3.59  -0.342
N1 0.15 0.65 1.25  -0.489
C1 -1.23 0.34 -3.22  0.748
C2 0.96 2.76 1.99  -0.107
C3 1.96 3.88 1.86  0.598
C4 -0.82 0.68 2.18  -0.077
C5 -0.04 2.80 2.94  -0.080
C6 -0.52 -3.52 -1.76  -0.452
C7 0.90 -3.13 -2.07  0.683
C8 1.04 1.66 1.14  0.846
C9 -2.35 -2.21 -1.07  -0.605
C10 -0.95 1.74 3.04  -0.772
H1 -2.78 -1.65 -0.25  0.291
H2 -1.08 -3.55 -2.69  0.456
H3 -1.49 -0.17 2.21  0.457
H4 -0.49 -4.53 -1.34  0.370
H5 2.35 -3.65 -3.16  0.397
H6 -0.12 3.65 3.60  0.531
H7 -2.95 -2.77 -1.78  0.364
H8 -1.74 1.75 3.77  0.406

# 3
Below is C10H8BaN2O5Se as an isolated structure at a distorted geometry, with properties calculated with the ωB97M-V functional and the def2-TZVPD basis.

Values from the calculation:
Lowest unoccupied orbital energy ... -9.08 eV
Spin multiplicity ... 1
HOMO-LUMO gap ... 0.1997 hartree
Energy above the lowest of the compared OMol25 structures with the same formula, charge and spin ... 5.747 eV
E_tot ... -3297.73877 Eh
Net charge ... +2

Each line ends with the Mulliken charge.
Cartesian coordinates (Å):
Ba1 -0.16 0.56 0.33  2.159
Se1 -1.61 2.74 1.03  -0.447
O1 -2.64 0.46 -2.11  -0.024
O2 2.64 -0.46 2.11  -0.048
O3 -1.99 -1.81 2.10  -0.025
O4 0.81 -2.76 -1.62  -0.094
O5 1.99 1.82 -2.09  -0.027
N1 -0.84 3.38 3.75  0.221
N2 0.31 4.53 2.28  0.211
C1 -1.30 -1.26 1.35  -0.083
C2 1.33 1.14 -1.42  -0.081
C3 0.69 4.95 3.53  -0.464
C4 -0.02 4.24 4.45  -0.340
C5 0.81 5.09 1.02  -0.865
C6 -1.81 2.44 4.33  -0.797
C7 -1.73 0.24 -1.43  -0.082
C8 0.51 -1.73 -1.02  0.094
C9 1.77 -0.36 1.36  -0.056
C10 -0.64 3.55 2.40  -0.077
H1 1.90 4.95 0.95  0.357
H2 -1.59 1.40 4.04  0.259
H3 0.60 6.17 0.96  0.340
H4 -1.79 2.51 5.42  0.313
H5 0.35 4.60 0.15  0.269
H6 1.42 5.73 3.69  0.489
H7 -2.84 2.68 3.99  0.362
H8 -0.01 4.28 5.52  0.438

# 4
Below is C10H8Cl2N2O in the gas phase at a distorted geometry, with properties calculated with the ωB97M-V functional and the def2-TZVPD basis.

Values from the calculation:
Lowest unoccupied orbital energy ... 0.55 eV
SMILES ... CN1C(=O)[C@@H](N=C(Cl)Cl)c2ccccc21
Spin multiplicity ... 1
HOMO-LUMO gap ... 0.3364 hartree
Energy above the lowest of the compared OMol25 structures with the same formula, charge and spin ... 0.000 eV
E_tot ... -1490.96846 Eh

Each line ends with the Mulliken charge.
Cartesian coordinates (Å):
Cl1 -4.85 -0.48 0.01  -0.141
Cl2 -2.36 -1.09 -1.33  -0.158
O1 -0.91 3.06 -0.06  -0.620
N1 -2.56 0.67 0.64  -0.467
N2 0.71 1.43 -0.38  -0.003
C1 1.85 -0.80 -0.38  -0.656
C2 -0.49 1.94 0.05  0.311
C3 -0.44 -1.74 0.97  -0.469
C4 0.81 0.10 -0.05  0.481
C5 -1.14 0.85 0.88  0.698
C6 -0.30 -0.39 0.65  0.051
C7 -3.15 -0.17 -0.02  0.493
C8 1.57 -2.19 -0.28  -0.603
C9 1.87 2.21 -0.86  -1.032
C10 0.44 -2.65 0.44  -0.308
H1 -1.43 -2.06 1.28  0.336
H2 2.63 -0.54 -1.04  0.326
H3 2.38 -2.96 -0.41  0.307
H4 0.29 -3.72 0.73  0.336
H5 1.39 3.23 -1.14  0.350
H6 -1.18 1.27 1.94  0.127
H7 2.31 1.65 -1.65  0.342
H8 2.56 2.36 0.02  0.299

# 5
Below is C10H8ClN in the gas phase at a distorted geometry, with properties calculated with the ωB97M-V functional and the def2-TZVPD basis.

Values from the calculation:
Lowest unoccupied orbital energy ... 0.63 eV
SMILES ... N#CC1(Cl)Cc2ccccc2C1
Spin multiplicity ... 1
HOMO-LUMO gap ... 0.3703 hartree
Energy above the lowest of the compared OMol25 structures with the same formula, charge and spin ... 0.000 eV
E_tot ... -900.73484 Eh

Each line ends with the Mulliken charge.
Cartesian coordinates (Å):
Cl1 -2.89 1.70 1.25  -0.187
N1 -0.24 4.07 0.47  -0.415
C1 -0.28 -0.30 -0.57  0.679
C2 -0.13 0.65 1.61  -0.848
C3 0.29 -0.43 0.66  0.508
C4 1.22 -1.46 0.88  -0.552
C5 -0.66 3.00 0.52  -0.148
C6 -1.17 0.98 -0.73  -1.083
C7 1.02 -2.11 -1.44  -0.363
C8 0.12 -1.08 -1.67  -0.729
C9 1.57 -2.28 -0.14  -0.473
C10 -1.21 1.72 0.60  0.935
H1 1.29 -2.90 -2.19  0.307
H2 2.20 -3.18 0.05  0.330
H3 0.68 1.41 1.92  0.342
H4 -2.15 0.58 -1.26  0.365
H5 -0.80 0.27 2.55  0.286
H6 0.10 -0.87 -2.73  0.323
H7 1.77 -1.27 1.80  0.343
H8 -0.73 1.51 -1.59  0.379

# 6
Below is C10H8FN in the gas phase at a distorted geometry, with properties calculated with the ωB97M-V functional and the def2-TZVPD basis.

Values from the calculation:
Lowest unoccupied orbital energy ... 0.56 eV
SMILES ... C=Cc1cc(F)cc(CC#N)c1
Spin multiplicity ... 1
HOMO-LUMO gap ... 0.3576 hartree
Energy above the lowest of the compared OMol25 structures with the same formula, charge and spin ... 0.000 eV
E_tot ... -540.44892 Eh

Each line ends with the Mulliken charge.
Cartesian coordinates (Å):
F1 -1.45 -3.15 -0.26  -0.313
N1 3.84 1.07 -0.95  -0.402
C1 1.18 -0.66 0.34  0.449
C2 -1.63 1.69 -0.52  -0.468
C3 3.33 0.37 -0.19  0.274
C4 -0.91 0.44 -0.29  0.465
C5 -0.86 -1.94 -0.16  0.130
C6 0.44 0.49 0.07  -0.429
C7 -2.87 1.92 -0.12  -0.771
C8 -1.57 -0.78 -0.41  -0.540
C9 2.67 -0.47 0.77  -0.612
C10 0.50 -1.88 0.20  -0.653
H1 3.18 -1.44 0.83  0.352
H2 -2.60 -0.83 -0.70  0.525
H3 2.69 0.01 1.75  0.268
H4 0.92 1.46 0.17  0.432
H5 -3.42 1.18 0.44  0.303
H6 -1.07 2.47 -1.03  0.319
H7 1.01 -2.82 0.38  0.401
H8 -3.37 2.85 -0.31  0.271

no.,molecular weight (g mol⁻¹)
1,308.07
2,508.20
3,452.47
4,243.09
5,177.63
6,161.18